(1)
An isolated ion of composition C9H16N4 and charge +2 in a non-equilibrium geometry, computed with ωB97M-V/def2-TZVPD.

XYZ file:
```
29
Properties=species:S:1:pos:R:3:mulliken_charge:R:1
C 2.23142 1.19933 0.17071 -0.70
N 1.74931 -0.20164 0.04442 -0.24
C 2.80736 -1.20522 0.59158 -0.81
C 0.33827 -0.52861 0.55325 0.18
N 0.11031 -1.94387 0.11000 -0.40
C -1.03479 -2.41276 -0.12501 -0.34
N -2.23567 -1.67328 -0.05161 -0.03
C -2.09705 -0.39240 0.15398 0.13
N -3.12508 0.38770 0.33097 -0.55
C -2.63447 1.60159 0.46910 -0.20
C -1.17419 1.75960 0.36792 -1.14
C -0.73479 0.36748 -0.12657 0.62
C -0.71082 0.53822 -1.67012 -1.45
H 1.92016 1.63291 1.18023 0.33
H 3.27692 1.05516 0.09038 0.43
H 1.67785 1.83649 -0.59281 0.30
H 1.71915 -0.30622 -0.98882 0.52
H 3.24152 -0.90642 1.47793 0.44
H 2.34056 -2.23219 0.70006 0.31
H 3.59015 -1.11522 -0.19734 0.41
H 0.46634 -0.53990 1.62542 0.57
H -1.04672 -3.44444 -0.51463 0.41
H -3.12114 -2.24860 0.21802 0.44
H -3.38957 2.32509 0.76147 0.53
H -1.08579 2.64706 -0.21392 0.40
H -0.84541 2.10020 1.30499 0.50
H 0.21878 1.15678 -1.70426 0.45
H -1.69765 0.98170 -1.89537 0.47
H -0.75498 -0.43854 -2.06999 0.39
```

Calculated values
Net charge: +2
Energy relative to the best compared isomer or geometry (same formula, charge and spin) (kJ/mol): 33.7
Kohn-Sham gap (eV): 9.515
Total energy (Ha): -570.86419
Strongest force on any atom (eV/Å): 3.5

***

(2)
A 15-piece molecular cluster, C72H189N15O21 overall in a non-equilibrium geometry, computed with ωB97M-V/def2-TZVPD.

XYZ file:
```
297
Properties=species:S:1:pos:R:3:mulliken_spin:R:1
C -3.55097 3.01333 -1.61448 0.00
O -4.34019 4.22849 -1.54810 0.00
C -5.70185 3.92690 -1.72374 0.00
C -6.51467 5.26658 -2.02610 0.00
N -6.38474 5.61963 -3.42922 0.00
C -7.03009 6.92644 -3.65655 0.00
C -6.34551 7.68137 -4.80719 0.00
O -4.91333 7.74611 -4.52248 0.00
C -4.16463 8.34560 -5.61000 0.00
H -3.55640 2.80523 -2.68441 0.00
H -3.92291 2.17458 -1.02603 0.00
H -2.51372 3.30957 -1.45809 0.00
H -5.97641 3.51583 -0.75227 0.00
H -5.84443 3.16051 -2.48559 0.00
H -5.99116 6.08148 -1.52611 0.00
H -7.52692 5.19084 -1.62900 0.00
H -5.39128 5.75642 -3.54941 0.00
H -7.11889 7.57348 -2.78388 0.00
H -8.06025 6.67530 -3.90915 0.00
H -6.68852 8.70375 -4.96592 0.00
H -6.54685 7.11361 -5.71561 0.00
H -3.82860 7.66177 -6.38946 0.00
H -3.25874 8.66382 -5.09405 0.00
H -4.71485 9.21167 -5.97779 0.00
C -8.48055 -6.59905 1.49708 0.00
O -8.25279 -6.33873 0.12932 0.00
C -7.99629 -7.53568 -0.68511 0.00
C -6.57053 -8.14174 -0.38882 0.00
N -5.43815 -7.36852 -0.88834 0.11
C -4.17167 -7.64220 -0.25997 0.00
C -3.04181 -6.81767 -0.90392 0.00
O -3.23893 -5.49675 -0.43278 0.00
C -2.50549 -4.49119 -1.10541 0.00
H -8.88577 -5.70897 1.97838 0.00
H -7.56192 -6.86324 2.02094 0.00
H -9.29153 -7.32668 1.52834 0.00
H -8.05796 -7.29017 -1.74531 0.00
H -8.67942 -8.35366 -0.45634 0.00
H -6.54512 -9.10560 -0.89719 0.01
H -6.46852 -8.40054 0.66509 0.00
H -5.49603 -6.36339 -0.80789 0.02
H -3.97314 -8.69113 -0.48011 0.01
H -4.19969 -7.54478 0.82530 0.00
H -3.03607 -7.00504 -1.97768 0.00
H -2.09511 -7.18264 -0.50563 0.00
H -2.76385 -3.60132 -0.53141 0.00
H -2.93214 -4.38965 -2.10329 0.00
H -1.45076 -4.75862 -1.16967 0.00
C 2.48295 -2.79728 -3.66513 0.00
O 3.27730 -2.63606 -2.44747 0.00
C 3.04131 -3.64200 -1.57044 0.00
C 3.75280 -3.36390 -0.22695 0.00
N 5.22034 -3.49183 -0.44711 0.00
C 5.99244 -2.97035 0.66482 0.00
C 7.43596 -3.03738 0.40487 0.00
O 7.66820 -2.25937 -0.76957 0.00
C 9.01571 -2.33522 -1.20806 0.00
H 3.00889 -2.30924 -4.48568 0.00
H 1.53506 -2.28008 -3.51643 0.00
H 2.25851 -3.83523 -3.91090 0.00
H 3.51570 -4.59021 -1.82329 0.00
H 1.98468 -3.88628 -1.46111 0.00
H 3.41067 -3.98298 0.60238 0.00
H 3.45132 -2.34039 -0.00414 0.00
H 5.48576 -3.13387 -1.35349 0.00
H 5.83185 -3.58464 1.55079 0.00
H 5.87287 -1.93651 0.98883 0.00
H 7.85555 -4.04312 0.38181 0.00
H 7.92424 -2.60035 1.27590 0.00
H 9.67767 -1.73722 -0.58173 0.00
H 8.98274 -1.91772 -2.21440 0.00
H 9.43717 -3.33763 -1.28322 0.00
C 5.89496 1.38056 1.50426 0.00
O 7.28838 1.23369 1.23953 0.00
C 7.98884 2.50142 1.36741 0.00
C 9.40664 2.40253 0.72460 0.00
N 9.36975 1.65779 -0.54505 0.00
C 10.64454 0.98345 -0.94830 0.00
C 11.81130 1.92433 -1.28064 0.00
O 12.84065 1.16250 -1.89692 0.00
C 14.06074 1.93798 -1.90396 0.00
H 5.70215 1.88113 2.45312 0.00
H 5.38648 0.41676 1.47917 0.00
H 5.49679 2.02064 0.71696 0.00
H 8.15970 2.67937 2.42913 0.00
H 7.39770 3.30621 0.93042 0.00
H 9.94423 1.83456 1.48388 0.00
H 9.77118 3.42135 0.59345 0.00
H 8.55409 1.06280 -0.51722 0.00
H 10.31151 0.34114 -1.76356 0.00
H 10.90640 0.30961 -0.13255 0.00
H 12.14513 2.32222 -0.32234 0.00
H 11.54628 2.78454 -1.89538 0.00
H 13.94542 2.90179 -2.39982 0.00
H 14.83865 1.43810 -2.48109 0.00
H 14.38740 2.05838 -0.87106 0.00
C -3.59117 -3.69978 2.73683 0.00
O -4.37980 -3.18970 1.61534 0.01
C -5.54981 -4.01189 1.45592 -0.01
C -6.25952 -3.68283 0.13925 -0.03
N -5.61999 -4.40356 -0.93405 0.82
C -5.95400 -3.92109 -2.27612 -0.03
C -7.36397 -4.25518 -2.67173 0.03
O -7.53254 -3.92397 -4.06703 0.00
C -8.78115 -4.35720 -4.61370 0.00
H -2.59542 -3.25956 2.68385 0.00
H -3.64012 -4.78829 2.76603 0.00
H -4.11592 -3.36292 3.63083 0.00
H -6.30187 -3.80108 2.21622 0.00
H -5.33832 -5.08100 1.43616 0.01
H -6.10299 -2.62018 -0.04617 0.05
H -7.32250 -3.92194 0.17088 0.04
H -4.64566 -4.62877 -0.79240 -0.06
H -5.36577 -4.43075 -3.03923 0.02
H -5.67856 -2.86886 -2.34717 0.05
H -8.11443 -3.69001 -2.11901 0.00
H -7.61361 -5.29605 -2.46595 -0.01
H -9.02431 -5.41827 -4.55790 0.00
H -8.81655 -4.09011 -5.66987 0.00
H -9.66839 -3.80577 -4.30252 0.00
C -2.98294 -5.82701 -4.73210 0.00
O -1.81951 -5.63604 -4.07329 0.00
C -0.76643 -5.12010 -4.89896 0.00
C -0.94115 -3.65497 -5.29072 0.00
N -1.00116 -2.87304 -4.07734 0.00
C -1.26539 -1.41660 -4.16989 0.00
C -1.61622 -0.93485 -2.77083 0.00
O -2.96177 -1.27013 -2.41610 0.00
C -3.35656 -1.01476 -1.09259 -0.04
H -2.91100 -6.74216 -5.31982 0.00
H -3.17176 -5.00468 -5.42217 0.00
H -3.77225 -5.78778 -3.98140 0.00
H -0.68949 -5.66141 -5.84191 0.00
H 0.16760 -5.25838 -4.35440 0.00
H -1.79610 -3.59928 -5.96456 0.00
H -0.10890 -3.31996 -5.90975 0.00
H -1.69439 -3.29921 -3.47909 0.00
H -2.07885 -1.23867 -4.87326 0.00
H -0.36802 -0.92592 -4.54680 0.00
H -1.50939 0.14986 -2.78022 0.00
H -0.95147 -1.38010 -2.03059 0.00
H -3.67900 0.00817 -0.89833 -0.01
H -2.58077 -1.27773 -0.37350 0.00
H -4.21626 -1.65678 -0.90067 0.03
C 6.04153 -1.17432 4.18443 0.00
C 4.52962 -0.89287 3.99304 0.00
C 3.68190 -2.10186 4.47589 0.00
O 4.00651 -3.23157 3.67238 0.00
C 2.94121 -4.20763 3.55479 0.00
N 4.13620 0.17533 4.86799 0.00
H 6.31029 -1.65370 5.12573 0.00
H 6.61481 -0.25034 4.10881 0.00
H 6.44870 -1.91281 3.49381 0.00
H 4.15900 -0.70321 2.98569 0.00
H 2.65079 -1.79518 4.30026 0.00
H 3.69698 -2.31906 5.54392 0.00
H 3.40985 -5.09478 3.12884 0.00
H 2.26868 -3.76830 2.81806 0.00
H 2.45507 -4.51556 4.48051 0.00
H 3.12694 0.19737 4.89980 0.00
H 4.49721 1.05786 4.53493 0.00
C 1.55211 -0.07006 -6.60691 0.00
C 0.26018 0.78001 -6.82510 0.00
C 0.17987 2.06737 -5.91800 0.00
O -0.28719 1.62345 -4.65909 0.00
C 0.01667 2.55419 -3.67459 0.00
N 0.12358 1.11628 -8.24381 0.00
H 1.51210 -0.43211 -5.57958 0.00
H 2.43156 0.56897 -6.68640 0.00
H 1.58250 -0.91512 -7.29470 0.00
H -0.62803 0.17601 -6.63971 0.00
H -0.53452 2.65339 -6.49621 0.00
H 1.07365 2.68878 -5.97370 0.00
H -0.59633 3.44188 -3.83053 0.00
H 1.05200 2.88342 -3.58631 0.00
H -0.27333 2.14730 -2.70585 0.00
H 0.73619 1.87646 -8.50255 0.00
H -0.80624 1.47731 -8.40248 0.00
C -3.91531 0.57542 2.24984 0.00
C -5.16679 1.36724 2.48922 0.00
C -6.36969 0.70733 1.76723 0.00
O -6.14989 0.82912 0.36031 0.00
C -7.26980 0.60750 -0.49475 0.00
N -5.21334 1.65871 3.91101 0.00
H -3.98321 0.00789 1.32172 0.00
H -3.59441 -0.20262 2.94252 0.00
H -3.05995 1.23895 2.12269 0.00
H -5.03767 2.34384 2.02266 0.00
H -7.26898 1.26662 2.02529 0.00
H -6.44631 -0.32267 2.11555 0.00
H -8.08066 1.33576 -0.47928 0.00
H -7.74194 -0.35756 -0.31076 0.00
H -6.88020 0.55273 -1.51127 0.00
H -5.17447 0.83168 4.48948 0.00
H -4.45046 2.20990 4.27750 0.00
C 3.71728 2.63718 -1.82062 0.00
C 3.43976 1.15101 -2.06236 0.00
C 4.29303 0.61358 -3.28401 0.00
O 5.67607 0.92198 -3.39227 0.00
C 6.43715 0.25513 -2.43796 0.00
N 3.70918 0.42922 -0.84450 0.00
H 3.31365 2.92720 -0.85053 0.00
H 3.31479 3.30771 -2.57989 0.00
H 4.76914 2.92065 -1.78401 0.00
H 2.38077 0.95410 -2.22929 0.00
H 3.78254 0.95250 -4.18548 0.00
H 4.12768 -0.45720 -3.40320 0.00
H 6.08482 -0.77280 -2.35235 0.00
H 6.33503 0.74390 -1.46905 0.00
H 7.46311 0.15571 -2.79238 0.00
H 3.61423 -0.57257 -0.93114 0.00
H 4.70218 0.58912 -0.75247 0.00
C 2.97514 5.21722 2.55498 0.00
C 3.71218 4.53856 3.68588 0.00
C 3.80528 5.43112 5.00471 0.00
O 2.48908 5.71401 5.48530 0.00
C 2.31781 6.57598 6.62144 0.00
N 3.09059 3.23644 3.88138 0.00
H 3.49078 6.16698 2.41295 0.00
H 1.92616 5.46585 2.71599 0.00
H 3.04496 4.76450 1.56590 0.00
H 4.69309 4.26928 3.29421 0.00
H 4.32622 6.35300 4.74615 0.00
H 4.34735 4.97134 5.83107 0.00
H 2.77485 7.52739 6.34940 0.00
H 2.82180 6.17075 7.49887 0.00
H 1.26904 6.64542 6.91015 0.00
H 2.18215 3.32700 4.31340 0.00
H 2.88615 2.91875 2.94470 0.00
C -3.13389 7.54997 -1.75531 0.00
C -2.13447 6.83866 -2.57052 0.00
C -0.92135 6.23326 -1.84911 0.00
O -0.22950 7.23429 -1.09960 0.00
C 0.82776 6.70000 -0.29560 0.00
N -2.78560 5.80274 -3.39640 0.00
H -2.66004 8.31430 -1.13939 0.00
H -3.74193 6.89335 -1.13304 0.00
H -3.88393 7.93026 -2.44879 0.00
H -1.76013 7.60509 -3.24916 0.00
H -0.30269 5.82381 -2.64768 0.00
H -1.08319 5.35965 -1.21768 0.00
H 1.53514 6.23175 -0.98004 0.00
H 0.53248 6.10464 0.56837 0.00
H 1.35681 7.55225 0.13089 0.00
H -3.16194 5.15731 -2.71679 0.00
H -3.50972 6.38571 -3.79123 0.00
C -0.42099 -4.71000 5.29459 0.00
C 0.02391 -3.52846 6.19890 0.00
C -1.14404 -2.55791 6.38305 0.00
O -1.68304 -2.15684 5.07807 0.00
C -1.10460 -0.98324 4.59710 0.00
N 0.36149 -4.15008 7.45433 0.00
H -1.14248 -5.36698 5.78032 0.00
H 0.37490 -5.42242 5.07753 0.00
H -0.78893 -4.38907 4.32004 0.00
H 0.93787 -3.10092 5.78662 0.00
H -0.84170 -1.69300 6.97349 0.00
H -2.01736 -3.05002 6.81110 0.00
H -1.20574 -0.18967 5.33745 0.00
H -1.67831 -0.63538 3.73806 0.00
H -0.05453 -1.00864 4.30586 0.00
H -0.36884 -4.79093 7.73007 0.00
H 0.23771 -3.41792 8.13897 0.00
C 0.50113 2.76716 0.48515 0.00
C 0.87701 1.47198 1.27183 0.00
C 0.27976 0.20769 0.59559 0.00
O 0.44506 -0.95754 1.43748 0.00
C -0.32728 -2.10777 1.25478 0.00
N 2.32818 1.45468 1.37866 0.00
H 1.05702 3.60062 0.91459 0.00
H -0.52735 3.05487 0.70319 0.00
H 0.58517 2.75683 -0.60155 0.00
H 0.49409 1.51666 2.29137 0.00
H 0.68174 0.00551 -0.39720 0.00
H -0.78169 0.35542 0.39663 0.00
H -0.03138 -2.66307 0.36474 0.00
H -1.37525 -1.81069 1.29492 0.00
H -0.10349 -2.82179 2.04737 0.00
H 2.64858 0.65851 1.91118 0.00
H 2.76388 1.30000 0.48069 0.00
C -1.52079 2.41672 5.37419 0.00
C -0.19179 2.97309 5.84556 0.00
C 0.94099 1.95748 6.01937 0.00
O 0.59343 1.07165 7.05095 0.00
C 1.55897 0.07641 7.25618 0.00
N 0.27934 3.99038 4.88241 0.00
H -1.81661 1.68802 6.12890 0.00
H -1.38546 2.06706 4.35070 0.00
H -2.26339 3.20347 5.24127 0.00
H -0.43269 3.50564 6.76561 0.00
H 1.81199 2.53125 6.33601 0.00
H 1.12416 1.42737 5.08474 0.00
H 1.30336 -0.74666 7.92349 0.00
H 2.50123 0.51533 7.58421 0.00
H 1.77152 -0.40740 6.30285 0.00
H 0.94439 4.60337 5.33190 0.00
H -0.49487 4.62637 4.75508 0.00
```

Calculated values
Net charge: +1
Energy relative to the best compared isomer or geometry (same formula, charge and spin) (kJ/mol): 0.0
Kohn-Sham gap (spin up / spin down) (eV): 7.761 / 2.851
Total energy (Ha): -5257.14751
Strongest force on any atom (eV/Å): 3.5
<S²>: 0.756
2S+1: 2

***

(3)
One molecule with the formula C4H7NO2, computed with ωB97M-V/def2-TZVPD.

XYZ file:
```
14
Properties=species:S:1:pos:R:3:mulliken_charge:R:1
C -0.84865 -1.12486 0.36113 -1.40
C -0.43268 0.19931 -0.27969 0.50
C -1.22362 1.39138 0.28151 -0.12
O -2.16548 1.24880 1.02339 -0.49
C 1.05960 0.52553 -0.19780 0.36
N 1.95378 -0.47038 -0.44160 -0.35
O 1.44952 1.64879 0.07720 -0.63
H -0.45485 -1.23896 1.37496 0.33
H -1.93785 -1.18288 0.42791 0.37
H -0.50517 -1.97158 -0.24089 0.41
H -0.67067 0.13827 -1.35435 0.22
H -0.89091 2.39535 -0.05370 0.34
H 1.72120 -1.38920 -0.77684 0.18
H 2.92545 -0.19744 -0.41528 0.26
```

Calculated values
Energy relative to the best compared isomer or geometry (same formula, charge and spin) (kJ/mol): 48.9
Kohn-Sham gap (eV): 10.465
Total energy (Ha): -361.86224
Strongest force on any atom (eV/Å): 0.6